# 1
The following is a DFT calculation (ωB97M-V/def2-TZVPD) of a structure of composition C23H27BrN6O3V.

Last column: Löwdin charge in e.
Cartesian coordinates (Å):
1 V -0.0776 0.4936 -0.1783  1.161
2 Br 6.6177 -2.4029 -1.5904  0.910
3 C 4.9149 -1.6616 -1.4748  -0.662
4 C 4.0768 -1.6610 -2.5918  -0.036
5 C 2.8026 -1.1147 -2.5310  0.050
6 C 2.3906 -0.5630 -1.3436  -0.222
7 O 1.1483 -0.0048 -1.1950  -0.128
8 C 3.2000 -0.5586 -0.2111  -0.119
9 C 2.6935 -0.0345 1.0212  0.042
10 N 1.4800 0.3847 1.2374  0.049
11 C 1.0992 0.8582 2.5324  -0.180
12 C 1.7324 0.6090 3.7193  0.042
13 C 1.2513 1.1890 4.9106  -0.001
14 C 0.1514 2.0006 4.8963  0.035
15 C -0.5282 2.2485 3.6810  -0.114
16 C -1.6700 3.0678 3.5740  0.080
17 C -2.2534 3.2651 2.3458  0.013
18 C -1.7208 2.6348 1.2282  -0.058
19 N -0.6535 1.8348 1.2847  0.016
20 C -0.0438 1.6552 2.5061  -0.139
21 C 4.4783 -1.1134 -0.2820  -0.022
22 H 4.4290 -2.0894 -3.5213  0.132
23 H 2.1527 -1.1097 -3.3965  0.143
24 H 3.3969 0.0095 1.8488  0.154
25 H 2.5968 -0.0411 3.7714  0.130
26 H 1.7673 0.9879 5.8397  0.135
27 H -0.2107 2.4612 5.8080  0.143
28 H -2.0740 3.5444 4.4595  0.150
29 H -3.1186 3.9022 2.2281  0.135
30 H -2.1686 2.7988 0.2616  0.113
31 H 5.1186 -1.1281 0.5915  0.133
32 N -1.2945 -2.3857 2.3565  0.081
33 N -1.5044 -2.8676 1.0588  0.043
34 C -1.4125 -2.0784 -0.0032  -0.492
35 O -1.5896 -2.2970 -1.1509  0.191
36 O -1.0318 -0.6993 0.3501  -0.117
37 H -0.6117 -2.9762 2.8179  0.112
38 H -2.1640 -2.4380 2.8766  0.115
39 H -1.7870 -3.8244 0.8813  0.192
40 C -4.0487 1.5555 -4.7609  -0.029
41 C -3.8705 2.5379 -3.6114  -0.146
42 N -2.5254 2.4346 -2.9731  -0.006
43 C -1.4651 3.2822 -3.5856  -0.147
44 C -0.5361 2.5142 -4.5265  -0.034
45 C -2.2694 1.6012 -2.0024  -0.319
46 C -3.3075 0.6796 -1.4560  0.039
47 N -0.9944 1.5026 -1.4993  0.025
48 H -5.0657 1.6471 -5.1407  0.103
49 H -3.8999 0.5232 -4.4403  0.083
50 H -3.3679 1.7705 -5.5837  0.080
51 H -4.6367 2.4027 -2.8574  0.115
52 H -3.9563 3.5616 -3.9647  0.132
53 H -0.9198 3.7980 -2.7926  0.129
54 H -1.9784 4.0602 -4.1413  0.134
55 H -0.0558 1.6567 -4.0499  0.070
56 H 0.2424 3.1895 -4.8808  0.102
57 H -1.0789 2.1471 -5.3951  0.084
58 H -4.3034 1.1048 -1.4813  0.100
59 H -3.0787 0.4079 -0.4278  0.079
60 H -3.3120 -0.2346 -2.0541  0.119
61 H -0.3414 2.1058 -1.9859  0.081

Forces on atoms 1 to 2 (eV/Å):
0.25 2.23 0.95
0.09 -0.04 -0.01

**Net charge**: +3
**LUMO**: -0.4176 hartree
**HOMO-LUMO gap**: 5.279 eV
**HOMO energy**: -16.64 eV
**Energy above the lowest of the compared OMol25 structures with the same formula, charge and spin**: 1.1 kJ/mol



# 2
The following is a DFT calculation (ωB97M-V/def2-TZVPD) of a structure of composition C23H27ClIO2P2Ru.

Last column: Löwdin spin population.
Cartesian coordinates (Å):
1 C 0.4182 -4.2047 -4.5061  0.094
2 I 0.6542 -2.2633 -3.5076  0.103
3 H -0.6357 -4.4652 -4.4967  0.001
4 H 1.0160 -4.9255 -3.9532  0.004
5 H 0.7921 -4.0720 -5.5173  0.006
6 Ru 0.2410 -0.0134 -1.8816  1.632
7 P 0.1997 1.4348 -3.4966  0.044
8 C 1.7398 1.8976 -4.3562  -0.001
9 C -0.9284 0.8661 -4.7986  0.023
10 H -1.3107 2.9018 -2.3010  0.000
11 H -0.5593 3.7235 -3.7189  0.002
12 H 0.3800 3.4658 -2.2164  0.001
13 C -0.3882 3.0425 -2.8754  0.016
14 H -1.9244 0.7220 -4.3647  0.000
15 H -0.9588 1.6183 -5.5970  0.003
16 H 1.5137 2.5917 -5.1773  0.000
17 H 2.2274 1.0014 -4.7568  0.000
18 H -0.5687 -0.0930 -5.1933  0.000
19 H 2.4129 2.3883 -3.6417  0.000
20 C 2.0657 0.0154 -1.9110  -0.015
21 O 3.2323 -0.0658 -1.8896  -0.018
22 Cl -2.0945 0.2836 -1.6198  0.045
23 O 0.5191 -1.0545 0.0019  0.079
24 P 0.0361 -0.4984 1.3432  0.107
25 C -0.5938 1.1834 1.3093  0.071
26 C 0.2766 2.2011 0.9072  0.044
27 C -0.1561 3.5271 0.8863  0.003
28 C -1.4546 3.8461 1.2876  0.041
29 C -2.3060 2.8380 1.7415  0.016
30 C -1.8786 1.5114 1.7791  0.024
31 C -1.2039 -1.6031 2.0154  0.387
32 C -0.9964 -2.3783 3.1672  0.098
33 C -1.9600 -3.3074 3.5660  0.425
34 C -3.1327 -3.4759 2.8166  0.419
35 C -3.3408 -2.7025 1.6701  0.030
36 C -2.3790 -1.7792 1.2675  0.420
37 C 1.4159 -0.4747 2.4926  0.185
38 C 2.6897 -0.8624 2.0546  0.003
39 C 3.7664 -0.8201 2.9433  0.224
40 C 3.5799 -0.3934 4.2626  0.177
41 C 2.3102 0.0041 4.6945  0.008
42 C 1.2283 -0.0272 3.8089  0.231
43 H 1.2934 1.9579 0.5950  0.002
44 H 0.5204 4.3005 0.5337  0.000
45 H -1.8063 4.8783 1.2317  0.002
46 H -3.3231 3.0788 2.0621  0.000
47 H -2.5332 0.7331 2.1634  0.007
48 H -0.0832 -2.2573 3.7531  0.001
49 H -1.7860 -3.9284 4.4450  0.016
50 H -3.8549 -4.2425 3.0982  0.018
51 H -4.2419 -2.8387 1.0747  -0.007
52 H -2.5265 -1.1881 0.3591  0.018
53 H 2.8264 -1.1936 1.0239  -0.003
54 H 4.7497 -1.1303 2.5982  0.008
55 H 4.4251 -0.3729 4.9520  0.005
56 H 2.1545 0.3343 5.7211  -0.003
57 H 0.2409 0.2855 4.1501  0.005

Forces on atoms 1 to 2 (eV/Å):
-0.28 -0.17 0.12
0.49 -0.97 -0.78

**Net charge**: +2
**LUMO (spin up / spin down)**: -0.2367 / -0.4013 hartree
**2S+1**: 6
**HOMO-LUMO gap (spin up / spin down)**: 4.069 / 3.421 eV
**HOMO energy (spin up / spin down)**: -10.51 / -14.34 eV



# 3
The following is a DFT calculation (ωB97M-V/def2-TZVPD) of an isolated molecule of C23H27ClN4O6.

Last column: Löwdin charge in e.
Cartesian coordinates (Å):
1 C -7.7477 -2.0826 -2.1815  -0.110
2 H -6.8180 -1.5433 -2.3998  0.087
3 O -8.1934 -1.8100 -0.8790  -0.192
4 C -7.2882 -2.2168 0.1209  -0.246
5 C -7.6815 -1.5282 1.4243  -0.144
6 H -7.1329 -1.9734 2.2561  0.115
7 H -8.7488 -1.6789 1.5828  0.117
8 C -7.3982 -0.0253 1.3505  -0.163
9 N -5.9840 0.2526 1.4005  0.082
10 C -5.2421 0.6513 0.3660  -0.417
11 O -5.6283 0.9119 -0.7605  0.064
12 C -3.7593 0.7754 0.7494  -0.366
13 O -3.3606 0.4829 1.8640  0.069
14 N -3.0424 1.2270 -0.2994  0.058
15 N -1.7302 1.5048 -0.4459  0.081
16 C -0.8914 1.3526 0.5042  -0.082
17 C 0.5048 1.6754 0.2955  -0.206
18 C 1.4184 1.5214 1.3356  -0.025
19 C 2.7521 1.8206 1.1410  -0.004
20 C 3.2161 2.2848 -0.0850  -0.191
21 C 2.2986 2.4723 -1.1397  -0.199
22 C 0.9649 2.1565 -0.9287  0.059
23 H 0.2709 2.2891 -1.7416  0.124
24 O 2.5989 2.8986 -2.3989  -0.065
25 C 3.7227 3.7207 -2.6312  -0.071
26 H 4.6550 3.1514 -2.6263  0.087
27 H 3.5653 4.1465 -3.6220  0.095
28 H 3.7891 4.5272 -1.8976  0.101
29 O 4.5483 2.5291 -0.3432  -0.081
30 C 5.4763 2.4240 0.7091  -0.084
31 C 5.7257 0.9888 1.2041  -0.458
32 O 6.2336 0.7807 2.2820  0.083
33 N 5.3334 0.0600 0.3015  0.157
34 C 5.3291 -1.3345 0.4193  -0.168
35 C 6.1133 -1.9788 1.3680  -0.006
36 C 6.1012 -3.3584 1.4482  -0.072
37 C 5.3190 -4.0994 0.5833  -0.118
38 C 4.5362 -3.4456 -0.3560  -0.604
39 C 4.5104 -2.0596 -0.4617  -0.217
40 C 3.6407 -1.3505 -1.4587  -0.044
41 H 3.0219 -2.0649 -1.9927  0.041
42 H 2.9809 -0.6378 -0.9620  0.083
43 H 4.2428 -0.8171 -2.1960  0.096
44 Cl 3.5705 -4.4256 -1.4114  0.702
45 H 5.3073 -5.1766 0.6319  0.100
46 H 6.7092 -3.8586 2.1854  0.107
47 H 6.7183 -1.3933 2.0392  0.103
48 H 4.9058 0.4192 -0.5423  0.122
49 H 5.2016 3.0492 1.5663  0.143
50 H 6.4170 2.8049 0.2981  0.147
51 H 3.4416 1.6693 1.9564  0.115
52 H 1.0905 1.1578 2.2971  0.116
53 H -1.1616 0.9899 1.4938  0.116
54 H -3.5937 1.4032 -1.1397  0.147
55 H -5.4727 0.0494 2.2522  0.144
56 H -7.7743 0.3632 0.4017  0.124
57 H -7.8897 0.4926 2.1788  0.123
58 H -6.2617 -1.9354 -0.1585  0.118
59 H -7.3188 -3.3122 0.2374  0.126
60 H -7.5805 -3.1569 -2.3313  0.088
61 H -8.5313 -1.7406 -2.8542  0.089

Forces on atoms 1 to 2 (eV/Å):
0.07 -0.03 -0.11
-0.03 -0.02 -0.01

**LUMO**: 0.0011 hartree
**HOMO-LUMO gap**: 8.415 eV
**HOMO energy**: -8.39 eV
**Energy above the lowest of the compared OMol25 structures with the same formula, charge and spin**: 11.6 kJ/mol



# 4
The following is a DFT calculation (ωB97M-V/def2-TZVPD) of a structure of composition C23H27IN3O5PTeTi.

Last column: Löwdin spin population.
Cartesian coordinates (Å):
1 Ti 0.1065 0.2448 0.9449  0.948
2 C 3.5325 0.8103 3.9137  -0.001
3 C 3.6276 -0.4416 3.1001  -0.003
4 N 4.6791 -1.2217 3.2317  0.006
5 C 4.7619 -2.3487 2.5118  -0.001
6 C 3.7942 -2.7795 1.6343  0.005
7 C 3.9649 -4.0947 0.9172  0.001
8 O 3.8226 -3.9924 -0.4933  0.000
9 C 2.6515 -1.9589 1.4672  0.001
10 C 1.5631 -2.4135 0.6417  0.031
11 N 0.3779 -1.8901 0.5041  -0.003
12 C -0.5751 -2.7354 -0.1747  0.001
13 C -0.4127 -4.1275 -0.1967  -0.002
14 C -1.2833 -4.9585 -0.8742  0.000
15 C -2.3773 -4.4272 -1.5385  -0.002
16 C -2.6062 -3.0682 -1.4652  0.000
17 C -1.7324 -2.2350 -0.7751  -0.002
18 I -2.3571 -0.2474 -0.6339  0.000
19 C 2.5896 -0.7706 2.1957  0.004
20 O 1.5887 0.0712 2.0368  -0.015
21 H 4.5075 1.0435 4.3331  0.000
22 H 2.8258 0.6719 4.7355  0.000
23 H 3.1653 1.6427 3.3138  0.000
24 H 5.6585 -2.9396 2.6634  0.000
25 H 3.2025 -4.8091 1.2369  0.000
26 H 4.9315 -4.5244 1.1898  0.000
27 H 4.5837 -3.5264 -0.8543  0.000
28 H 1.7982 -3.3226 0.1029  0.001
29 H 0.3919 -4.5946 0.3511  0.000
30 H -1.1099 -6.0256 -0.8670  0.000
31 H -3.0651 -5.0631 -2.0773  0.000
32 H -3.4822 -2.6466 -1.9389  0.000
33 C -1.5600 5.3382 0.1358  0.000
34 C -0.0575 5.3147 -0.0080  0.000
35 O 0.3573 4.1395 -0.7648  0.001
36 P 0.8512 2.8342 -0.0419  0.005
37 O -0.1858 2.2956 0.9530  0.016
38 Te 1.2857 1.0880 -1.5775  -0.012
39 O 2.1002 3.2232 0.8544  0.001
40 C 3.3660 3.5712 0.2276  0.000
41 C 4.4265 2.5875 0.6595  0.000
42 H -1.8598 6.2131 0.7133  0.000
43 H -1.9065 4.4457 0.6556  0.000
44 H -2.0382 5.3896 -0.8413  0.000
45 H 0.4443 5.3109 0.9613  0.000
46 H 0.3080 6.1605 -0.5858  0.000
47 H 3.5934 4.5870 0.5472  0.000
48 H 3.2484 3.5696 -0.8590  0.000
49 H 4.5887 2.6372 1.7354  0.000
50 H 5.3685 2.8154 0.1601  0.000
51 H 4.1292 1.5738 0.3883  0.000
52 C -2.8612 -0.1477 4.9478  0.004
53 C -2.8623 1.0226 4.2054  -0.001
54 C -2.0617 1.0983 3.0812  0.004
55 N -1.2937 0.0789 2.6820  0.005
56 C -1.2908 -1.0490 3.4020  0.006
57 C -2.0585 -1.2023 4.5402  -0.001
58 H -3.4759 -0.2356 5.8334  0.000
59 H -3.4687 1.8698 4.4914  0.000
60 H -2.0087 1.9948 2.4761  0.000
61 H -0.6508 -1.8474 3.0455  0.001
62 H -2.0235 -2.1308 5.0915  0.000

Forces on atoms 1 to 2 (eV/Å):
0.19 0.65 0.24
-0.03 0.00 0.03

**Net charge**: +1
**LUMO (spin up / spin down)**: -0.1311 / -0.1347 hartree
**2S+1**: 2
**HOMO-LUMO gap (spin up / spin down)**: 7.039 / 6.981 eV
**HOMO energy (spin up / spin down)**: -10.61 / -10.65 eV